Model P:
A 2-piece molecular cluster, C6H16O2 overall, computed with ωB97M-V with the def2-TZVPD basis set.

Structure (XYZ):
```
24
Properties=species:S:1:pos:R:3:mulliken_charge:R:1
O 1.04696 0.67253 -0.65044 -0.34
C 0.00000 0.00000 0.00000 -0.69
C 3.38715 0.60997 -1.52602 -1.13
C 2.03599 -0.11376 -1.32667 -0.18
H -0.67932 0.82225 0.28112 0.24
H 0.17800 -0.62868 0.88864 0.28
H -0.49210 -0.61431 -0.77271 0.30
H 3.68577 1.09690 -0.58245 0.29
H 3.17224 1.39249 -2.27307 0.27
H 4.23079 -0.00082 -1.88908 0.34
H 2.19359 -0.88370 -0.54705 0.34
H 1.68275 -0.62807 -2.24108 0.28
O -1.88693 1.03822 -6.64488 -0.30
C -2.12082 1.01606 -8.01530 -0.69
C -0.39025 0.83581 -4.79201 -0.97
C -0.54686 1.02110 -6.30515 -0.32
H -3.21767 1.02640 -8.13114 0.24
H -1.71853 0.14093 -8.55281 0.28
H -1.70987 1.93067 -8.47489 0.29
H 0.67079 0.77385 -4.49710 0.28
H -0.88190 -0.11874 -4.53954 0.28
H -0.86988 1.64260 -4.21265 0.30
H 0.05471 0.25145 -6.82592 0.30
H -0.19896 2.01267 -6.65329 0.30
```

SMILES string = CCOC.CCOC
Charge = 0
LUMO energy = 1.005 eV
Orbital gap = 10.731 eV
HOMO level = -9.73 eV

---

Model Q:
A 3-piece molecular cluster, C6H16O2 overall, computed with ωB97M-V with the def2-TZVPD basis set.

Structure (XYZ):
```
24
Properties=species:S:1:pos:R:3:mulliken_charge:R:1
C -2.46559 0.06732 -0.83976 -1.44
C -1.34811 0.29472 0.11201 -0.34
C -0.01664 0.37984 -0.67036 -0.31
C 0.35491 -0.70248 -1.65230 -0.67
C 1.15270 -2.97104 -0.67573 -0.71
C 0.30916 -1.95785 -0.74954 -0.06
H -3.42996 0.26789 -0.32977 0.34
H -2.50461 -0.87028 -1.34698 0.37
H -2.45665 0.63323 -1.73838 0.42
H -1.43651 1.31940 0.56868 0.27
H -1.36931 -0.47169 0.93085 0.35
H 0.81996 0.36815 0.00505 -0.17
H 0.11731 1.36010 -1.17056 0.58
H 1.17912 -0.63950 -2.31641 0.48
H -0.51163 -0.74869 -2.46274 0.18
H 2.13944 -3.06902 -1.33556 0.23
H 1.10196 -3.69770 0.26296 0.21
H -0.69987 -2.13369 -0.39287 0.20
H 2.31200 0.72610 1.53843 0.32
H 1.91909 2.07787 0.67843 0.37
O 2.63609 1.59713 1.31518 -0.64
H 0.19617 2.93373 2.88408 0.31
H 1.47482 2.53736 3.56449 0.35
O 0.52613 2.69912 3.82081 -0.65
```

SMILES string = C=CCCCC.O.O
Charge = 0
LUMO energy = 0.451 eV
Orbital gap = 10.190 eV
HOMO level = -9.74 eV

---

Bottom line: model P, by a margin of 67.4 kJ/mol.

---

Model P:
One molecule with the formula C5H7F, computed with ωB97M-V with the def2-TZVPD basis set.

Structure (XYZ):
```
13
Properties=species:S:1:pos:R:3:mulliken_charge:R:1
C 0.66717 -1.40349 1.89269 -0.02
C 0.25476 -0.70925 1.01085 -1.29
C -1.55381 0.04217 -0.46530 -1.24
C 1.08710 0.54836 -0.89221 -1.40
C -0.17268 0.31686 0.07503 1.79
F -0.26793 1.58187 0.98834 -0.38
H 1.20687 -1.98826 2.52540 0.53
H -1.73430 0.33911 -1.56392 0.30
H -1.52337 -1.11262 -0.37280 0.34
H -2.23360 0.50699 0.21645 0.32
H 1.76702 1.40016 -0.59398 0.33
H 1.72416 -0.34632 -0.96562 0.34
H 0.77860 0.82441 -1.85494 0.39
```

SMILES string = C#CC(C)(C)F
Charge = 0
LUMO energy = 0.973 eV
Orbital gap = 11.441 eV
HOMO level = -10.47 eV

---

Model Q:
C5H7F as an isolated structure, computed with ωB97M-V with the def2-TZVPD basis set.

Structure (XYZ):
```
13
Properties=species:S:1:pos:R:3:mulliken_charge:R:1
C 0.35433 1.01220 0.26421 -0.35
C 0.50666 -0.30947 0.17611 0.08
C -1.15910 1.18509 0.11682 -0.51
C -1.35798 -0.24894 -0.53047 0.10
C 1.65020 -1.22949 0.08303 -1.24
F -2.10182 -1.03118 0.19194 -0.26
H 0.92666 1.89260 0.55343 0.37
H -1.71674 1.17047 1.18039 0.20
H -1.47074 2.14801 -0.47075 0.28
H -1.32650 -0.32534 -1.65199 0.36
H 1.75629 -1.56147 -0.94605 0.27
H 1.44934 -2.00452 0.76583 0.32
H 2.48939 -0.69795 0.26751 0.39
```

Charge = 0
LUMO energy = 1.095 eV
Orbital gap = 9.885 eV
HOMO level = -8.79 eV

---

Bottom line: model P, by a margin of 93.5 kJ/mol.